1.
The following is a quantum chemistry calculation of 5 unconnected molecules or ions with the total composition C15H35N5O5, from OMol25.

```
60
Properties=species:S:1:pos:R:3:forces:R:3:lowdin_charge:R:1
C -1.07768 -23.91351 0.48053 -0.01 -1.50 0.26 -0.058
N 0.24111 -23.87486 -0.11277 0.06 0.81 0.22 -0.195
C 1.25434 -24.82126 0.28784 -0.22 -0.70 -0.63 -0.048
C 0.46216 -23.00661 -1.11878 0.14 0.36 -0.68 -0.342
O 1.43508 -22.99032 -1.84605 0.39 -0.12 0.10 0.007
H -1.58693 -22.95805 0.50686 0.17 0.13 -0.21 0.054
H -1.02455 -24.34400 1.48556 0.21 0.40 0.11 0.088
H -1.67590 -24.66151 -0.05791 -0.29 0.33 -0.10 0.097
H 1.41572 -24.76566 1.36146 0.09 -0.11 0.05 0.087
H 0.96446 -25.83346 -0.02097 -0.19 -0.07 0.43 0.092
H 2.17408 -24.67403 -0.27342 -0.01 0.57 0.16 0.084
H -0.33508 -22.26725 -1.27316 -0.32 -0.10 0.23 0.117
C -0.63603 -19.87301 -3.54070 -0.04 0.03 0.05 -0.058
N -1.72307 -19.07774 -4.08347 -0.15 0.07 0.92 -0.184
C -2.93399 -19.04605 -3.25702 0.29 -0.01 -1.18 -0.036
C -1.58689 -18.27417 -5.14702 0.39 0.22 -0.30 -0.361
O -2.37466 -17.42797 -5.53317 0.09 -0.30 0.08 -0.002
H -0.86198 -20.93733 -3.60849 -0.03 -0.04 0.13 0.089
H -0.51103 -19.59249 -2.49313 0.02 -0.21 0.08 0.084
H 0.32604 -19.70105 -4.02100 -0.18 0.17 -0.32 0.085
H -2.77543 -18.57620 -2.28806 0.20 -0.09 0.11 0.082
H -3.65808 -18.46244 -3.82038 -0.18 -0.11 0.10 0.086
H -3.24120 -20.08398 -3.16631 -0.33 0.07 0.35 0.063
H -0.62609 -18.48571 -5.65867 -0.10 0.21 -0.08 0.132
C -6.87311 -24.17044 -3.40118 0.52 0.73 -0.29 -0.047
N -6.12126 -22.95294 -3.66374 -0.49 0.67 0.62 -0.194
C -5.87452 -22.12375 -2.50400 0.61 -0.30 0.86 -0.038
C -5.60333 -22.59680 -4.86147 -0.19 -0.52 0.02 -0.348
O -4.77405 -21.73332 -5.03150 -0.05 0.23 -0.14 0.026
H -7.80787 -23.95368 -2.88248 -0.07 0.10 -0.07 0.070
H -6.25250 -24.77321 -2.73537 -0.19 -0.46 -0.18 0.090
H -7.08301 -24.64571 -4.35688 0.03 -0.33 0.14 0.084
H -5.19854 -22.62640 -1.80271 0.02 -0.16 -0.14 0.071
H -5.36883 -21.19180 -2.73570 -0.23 0.02 -0.42 0.079
H -6.78209 -21.94438 -1.92356 -0.19 0.09 -0.29 0.085
H -6.04496 -23.19544 -5.67832 0.21 -0.05 -0.12 0.132
C -10.34203 -24.73829 1.37520 -0.57 0.49 -0.36 -0.051
N -9.80717 -23.51991 0.77607 0.29 -0.19 0.44 -0.196
C -10.37554 -23.05851 -0.46567 0.20 0.40 -0.87 -0.052
C -8.71889 -22.88319 1.26699 -0.21 -0.16 0.16 -0.349
O -8.13622 -21.96647 0.72131 0.02 -0.02 0.02 0.001
H -11.37541 -24.51153 1.64401 -0.12 -0.43 0.00 0.089
H -9.84070 -25.08815 2.27370 0.38 0.40 -0.03 0.084
H -10.30786 -25.54329 0.64169 -0.12 -0.09 0.01 0.089
H -9.81203 -23.41986 -1.33235 0.04 -0.13 0.06 0.080
H -11.41419 -23.33841 -0.63154 -0.01 -0.26 0.50 0.090
H -10.32207 -21.97206 -0.52215 0.06 0.00 0.18 0.092
H -8.43374 -23.26813 2.26335 0.13 -0.04 -0.12 0.134
C -3.88748 -20.24231 2.37961 -0.97 -0.66 0.68 -0.059
N -3.67961 -20.97264 1.15096 0.16 0.73 -0.52 -0.185
C -4.29392 -22.29223 0.97492 1.05 0.68 0.81 -0.019
C -2.87927 -20.48763 0.17960 0.41 -0.66 0.33 -0.330
O -2.60247 -21.09940 -0.83801 -0.01 0.22 -0.20 -0.025
H -4.92930 -19.91682 2.46698 0.00 0.05 -0.12 0.090
H -3.26587 -19.36777 2.54609 0.32 -0.10 -0.50 0.086
H -3.73573 -20.93303 3.21546 0.17 0.12 0.06 0.089
H -4.12417 -22.57831 -0.05474 -0.41 -0.04 -0.09 0.059
H -3.69194 -22.96030 1.59822 -0.43 -0.37 0.10 0.086
H -5.32712 -22.25116 1.30830 -0.14 -0.20 -0.28 0.084
H -2.39233 -19.53973 0.45249 -0.20 0.20 -0.12 0.140
```
Forces are in eV/Å.

## Properties
Gap between HOMO and LUMO (eV): 8.76
SMILES: CN(C)C=O.CN(C)C=O.CN(C)C=O.CN(C)C=O.CN(C)C=O
Energy relative to the best compared isomer or geometry (same formula, charge and spin) (kcal per mole): 61.9
Energy (eV): -33810.21738


2.
The following is a quantum chemistry calculation of a molecular structure, C7H13NO2S, from OMol25.

```
24
Properties=species:S:1:pos:R:3:forces:R:3:lowdin_charge:R:1
C -3.37220 0.39337 0.41341 -4.45 -0.35 3.60 -0.519
C 0.33531 0.05515 0.65161 2.18 -0.09 2.60 -0.364
C 0.67936 -1.35621 1.16300 -0.08 -0.49 1.43 -0.147
C -0.93056 -1.57384 -0.55975 1.19 2.60 1.98 -0.560
C 1.44424 0.57998 -0.25573 0.72 -1.92 2.53 -0.479
C 1.29450 2.06486 -0.34797 -1.68 3.16 -0.69 -0.119
C 1.93845 -0.53085 -1.26030 0.83 0.16 -3.28 -0.073
H -3.24631 0.86609 1.54076 -0.45 -1.30 -2.78 0.083
H -3.53038 -0.73365 0.49764 0.69 1.37 -0.08 0.047
H -4.51316 0.68451 0.04305 3.21 -0.14 0.60 0.102
H 0.33232 0.60374 1.68163 -0.89 -0.02 -2.18 0.176
H 1.79680 -1.72747 1.49024 -2.71 1.28 -1.45 0.189
H 0.02291 -1.54663 2.06189 0.76 0.12 -0.57 0.133
H 2.25957 0.59440 0.46856 0.53 -0.40 0.08 0.113
H 0.35513 2.49631 -0.97548 2.00 -1.14 1.57 0.097
H 2.18399 2.59979 -0.77928 -0.68 -0.63 0.43 0.074
H 1.18508 2.41041 0.80891 0.13 -0.46 -2.95 0.125
H 2.85279 -1.30995 -0.79017 -2.85 2.65 -1.43 0.129
H 2.45418 0.35138 -2.14036 -1.26 -3.59 2.04 0.145
H 0.98651 -1.40641 -1.79442 3.43 3.46 1.34 0.177
N -0.85658 -0.23799 -0.05387 -3.52 0.37 -1.56 -0.273
O 0.13550 -2.11285 0.12267 -0.57 -4.35 -1.58 -0.058
O -1.70685 -2.02761 -1.35666 1.31 -0.16 1.11 0.114
S -2.10058 0.86347 -0.62938 2.16 -0.12 -0.75 0.886
```
Forces are in eV/Å.

## Properties
Gap between HOMO and LUMO (eV): 9.52
Energy relative to the best compared isomer or geometry (same formula, charge and spin) (kcal per mole): 130.5
Energy (eV): -23884.86610


3.
The following is a quantum chemistry calculation of a molecular structure, CH5N4, from OMol25.

```
10
Properties=species:S:1:pos:R:3:forces:R:3:lowdin_charge:R:1
C 0.10481 -0.71854 0.60560 -0.61 1.66 -1.25 -0.119
N -0.66468 3.14692 -2.28900 5.10 -1.63 1.37 0.128
N -0.60735 2.01957 -1.79184 -4.69 0.09 0.71 0.007
N 0.35010 0.33781 0.09677 -1.65 -3.67 0.91 0.202
N -0.37293 -1.90621 1.04657 0.61 2.20 -1.24 0.177
H -1.43481 3.69416 -2.55951 -2.57 -0.33 -0.37 0.086
H 0.04686 1.16579 -0.87140 1.14 0.21 0.23 0.128
H -1.61632 1.56756 -1.62796 1.78 0.79 -0.59 0.152
H -0.10071 -2.50394 1.77991 1.67 0.04 1.18 0.114
H -1.27513 -2.23985 0.78269 -0.78 0.63 -0.94 0.124
```
Forces are in eV/Å.

## Properties
Gap between HOMO and LUMO (eV): 9.90
Energy relative to the best compared isomer or geometry (same formula, charge and spin) (kcal per mole): 50.2
Energy (eV): -7067.66127
Total charge: +1